Density functional theory data (ωB97M-V/def2-TZVPD) for 4 unconnected molecules or ions with the total composition H8O4.

The gap between HOMO and LUMO is 0.43478 hartree. The molecular weight comes out at 72.1 g mol⁻¹. Its energy is -305.7366 Ha. As for the structure (SMILES): O.O.O.O. The calculation puts the HOMO energy at -11.2882 eV. The calculation puts the relative energy (zero: lowest compared OMol25 entry of this formula, charge and spin) at 111.9 kJ/mol.

Structure (ORCA input):
```
! wB97M-V def2-TZVPD RIJCOSX def2/J DEFGRID3
* xyz 0 1
O -3.798 0.747 4.552
H -3.942 0.079 3.882
H -4.402 0.515 5.257
O 1.556 2.014 -3.342
H 1.128 2.100 -4.194
H 1.907 1.123 -3.339
O 0.163 0.672 1.167
H 0.497 0.828 0.284
H -0.065 -0.257 1.177
O 2.282 -2.230 -1.908
H 1.818 -2.975 -2.290
H 2.855 -2.617 -1.246
*
```

Löwdin atomic charges, in units of e: number 1, O, carries -0.053; number 2, H, carries 0.026; number 3, H, carries 0.026; number 4, O, carries -0.054; number 5, H, carries 0.028; number 6, H, carries 0.024; number 7, O, carries -0.052; number 8, H, carries 0.025; number 9, H, carries 0.025; number 10, O, carries -0.054; number 11, H, carries 0.028; number 12, H, carries 0.029